(1)
BrCd as an isolated structure. Source: the OMol25 dataset; level of theory: ωB97M-V/def2-TZVPD.

Atoms and positions in Å:
1 Cd -0.552 1.070 0.464
2 Br 0.552 -1.070 -0.464

HOMO level	-0.573	hartree
frontier orbital gap	0.24649	hartree
2S+1	1
total charge	+1
E_LUMO	-0.32656	Eh

---

(2)
BrCd as an isolated structure. Source: the OMol25 dataset; level of theory: ωB97M-V/def2-TZVPD.

Atoms and positions in Å:
1 Cd -0.709 12.794 14.347
2 Br -2.185 11.385 13.467

HOMO level (spin up / spin down)	-0.899 / -0.882	hartree
⟨S²⟩	0.75
frontier orbital gap (spin up / spin down)	0.37364 / 0.27371	hartree
2S+1	2
total charge	+2
E_LUMO (spin up / spin down)	-0.52496 / -0.60876	Eh

---

(3)
BrCdH4O2 as an isolated structure. Source: the OMol25 dataset; level of theory: ωB97M-V/def2-TZVPD.

Atoms and positions in Å:
1 Cd -8.379 20.587 0.074
2 Br -7.684 18.742 0.246
3 O -8.029 17.530 2.311
4 H -7.334 18.073 2.685
5 H -8.155 17.877 1.428
6 O -7.855 17.814 -2.119
7 H -7.685 18.550 -1.531
8 H -8.118 17.099 -1.540

HOMO level	-0.554	hartree
frontier orbital gap	0.24079	hartree
2S+1	1
total charge	+1
E_LUMO	-0.31292	Eh

---

(4)
BrCdI3 as an isolated structure. Source: the OMol25 dataset; level of theory: ωB97M-V/def2-TZVPD.

Atoms and positions in Å:
1 Cd -11.129 -4.975 -16.924
2 Br -12.625 -2.501 -13.308
3 I -6.112 -5.804 -15.787
4 I -10.835 -0.818 -19.861
5 I -13.662 -8.860 -17.869

HOMO level	-0.115	hartree
frontier orbital gap	0.08896	hartree
2S+1	1
total charge	-2
E_LUMO	-0.02578	Eh

---

(5)
BrClFHN3O as an isolated structure. Source: the OMol25 dataset; level of theory: ωB97M-V/def2-TZVPD.

Atoms and positions in Å:
1 N -0.864 1.460 -1.134
2 N 0.024 0.810 -0.658
3 N 1.202 0.548 -0.351
4 O -2.054 1.492 -1.267
5 F -0.999 -1.306 0.397
6 Cl 1.098 -2.631 1.052
7 Br 1.588 1.355 1.433
8 H 0.006 -1.727 0.529

HOMO level	-0.187	hartree
frontier orbital gap	0.25911	hartree
2S+1	1
total charge	-1
E_LUMO	0.07233	Eh

---

(6)
BrClFHN3O as an isolated structure. Source: the OMol25 dataset; level of theory: ωB97M-V/def2-TZVPD.

Atoms and positions in Å:
1 N -0.059 1.539 -0.328
2 N -0.780 0.661 0.115
3 N -2.115 0.603 0.361
4 O 1.128 1.763 -0.224
5 F 2.740 -1.273 -0.541
6 Cl 0.145 -1.252 1.003
7 Br -3.014 -0.820 -0.329
8 H 1.954 -1.222 -0.058

HOMO level (spin up / spin down)	-0.178 / -0.178	hartree
frontier orbital gap (spin up / spin down)	0.28475 / 0.28503	hartree
2S+1	1
total charge	-1
E_LUMO (spin up / spin down)	0.10725 / 0.10726	Eh

---

(7)
BrClH2N2 as an isolated structure. Source: the OMol25 dataset; level of theory: ωB97M-V/def2-TZVPD.

Atoms and positions in Å:
1 N 0.602 1.237 -0.148
2 N -0.640 -0.824 0.160
3 Cl 0.400 -2.075 0.752
4 Br -1.242 -1.116 -1.418
5 H 0.859 0.747 0.672
6 H 0.021 2.032 -0.018

HOMO level (spin up / spin down)	-0.372 / -0.355	hartree
frontier orbital gap (spin up / spin down)	0.32136 / 0.33397	hartree
2S+1	1
E_LUMO (spin up / spin down)	-0.05044 / -0.02101	Eh

---

(8)
A single BrClIN molecule. Source: the OMol25 dataset; level of theory: ωB97M-V/def2-TZVPD.

Atoms and positions in Å:
1 N 0.205 -0.867 -0.638
2 Cl -1.644 1.431 0.533
3 Br 1.066 -1.588 0.926
4 I 0.373 1.024 -0.822

HOMO level (spin up / spin down)	-0.344 / -0.345	hartree
frontier orbital gap (spin up / spin down)	0.25870 / 0.25955	hartree
2S+1	1
E_LUMO (spin up / spin down)	-0.08514 / -0.08516	Eh

---

(9)
A 2-piece molecular cluster, BrClINOS overall. Source: the OMol25 dataset; level of theory: ωB97M-V/def2-TZVPD.

Atoms and positions in Å:
1 N 0.179 -0.439 -0.901
2 O -0.230 0.794 1.927
3 S -1.102 -0.164 -0.075
4 Cl 0.912 0.734 -1.974
5 Br 1.693 -1.659 -0.216
6 I 0.533 -0.353 3.183

HOMO level (spin up / spin down)	-0.314 / -0.335	hartree
frontier orbital gap (spin up / spin down)	0.22191 / 0.25244	hartree
2S+1	1
E_LUMO (spin up / spin down)	-0.09246 / -0.08276	Eh

---

(10)
A single BrClN2O2 molecule. Source: the OMol25 dataset; level of theory: ωB97M-V/def2-TZVPD.

Atoms and positions in Å:
1 O 1.712 0.025 0.011
2 N 0.638 -0.455 -0.035
3 O 0.312 -1.575 -0.186
4 N -0.429 0.397 0.289
5 Cl -0.196 2.060 -0.080
6 Br -2.037 -0.452 0.001

HOMO level	-0.381	hartree
frontier orbital gap	0.34408	hartree
2S+1	1
E_LUMO	-0.03696	Eh
SMILES	O=[N+]([O-])N(Cl)Br

---

(11)
BrClO3S as an isolated structure. Source: the OMol25 dataset; level of theory: ωB97M-V/def2-TZVPD.

Atoms and positions in Å:
1 O 0.138 0.440 1.510
2 O -1.239 0.177 -0.577
3 O 1.084 -0.498 -0.592
4 S -0.042 0.479 0.109
5 Cl 0.545 -2.024 -0.189
6 Br 0.583 2.426 -0.689

HOMO level	-0.424	hartree
frontier orbital gap	0.37891	hartree
2S+1	1
E_LUMO	-0.04502	Eh

---

(12)
BrCo as an isolated structure. Source: the OMol25 dataset; level of theory: ωB97M-V/def2-TZVPD.

Atoms and positions in Å:
1 Co 0.896 -0.967 -0.043
2 Br -0.896 0.967 0.043

HOMO level (spin up / spin down)	-0.591 / -0.582	hartree
⟨S²⟩	3.78
frontier orbital gap (spin up / spin down)	0.30815 / 0.22741	hartree
2S+1	4
total charge	+1
E_LUMO (spin up / spin down)	-0.28262 / -0.35497	Eh

---

(13)
BrCu as an isolated structure. Source: the OMol25 dataset; level of theory: ωB97M-V/def2-TZVPD.

Atoms and positions in Å:
1 Cu -0.131 0.799 -0.396
2 Br 0.131 -0.799 0.396

HOMO level (spin up / spin down)	-0.641 / -0.630	hartree
⟨S²⟩	0.76
frontier orbital gap (spin up / spin down)	0.39466 / 0.26594	hartree
2S+1	2
total charge	+1
E_LUMO (spin up / spin down)	-0.24661 / -0.36360	Eh

---

(14)
BrCu as an isolated structure. Source: the OMol25 dataset; level of theory: ωB97M-V/def2-TZVPD.

Atoms and positions in Å:
1 Cu -0.584 0.413 -1.163
2 Br 0.584 -0.413 1.163

HOMO level (spin up / spin down)	-0.886 / -0.872	hartree
⟨S²⟩	2.01
frontier orbital gap (spin up / spin down)	0.42653 / 0.23176	hartree
2S+1	3
total charge	+2
E_LUMO (spin up / spin down)	-0.45913 / -0.64056	Eh

---

(15)
BrH10LiO5 as an isolated structure. Source: the OMol25 dataset; level of theory: ωB97M-V/def2-TZVPD.

Atoms and positions in Å:
1 Li -2.601 -1.959 -0.803
2 Br -0.793 -0.173 0.039
3 O -0.597 -3.459 1.295
4 H -0.355 -2.621 0.991
5 H 0.307 -3.838 1.333
6 O -2.244 2.976 -1.240
7 H -1.580 2.298 -1.001
8 H -1.849 3.435 -1.942
9 O 0.759 -0.556 2.908
10 H -0.055 -0.743 3.514
11 H 0.665 -0.184 1.965
12 O 1.766 -1.181 -2.006
13 H 2.022 -0.344 -2.671
14 H 1.389 -0.437 -1.510
15 O 1.342 2.380 -0.083
16 H 1.133 2.704 -0.993
17 H 0.691 1.700 0.202

HOMO level	-0.362	hartree
frontier orbital gap	0.30362	hartree
2S+1	1
E_LUMO	-0.05802	Eh

---

(16)
A 7-piece molecular cluster, BrH12O6 overall. Source: the OMol25 dataset; level of theory: ωB97M-V/def2-TZVPD.

Atoms and positions in Å:
1 Br -0.747 -0.047 -0.087
2 O -1.450 2.797 1.853
3 H -1.205 1.947 1.448
4 H -0.887 2.865 2.629
5 O -2.322 -2.980 -0.698
6 H -2.146 -2.075 -0.383
7 H -1.444 -3.313 -0.903
8 O 0.232 1.887 -3.011
9 H -0.151 1.401 -2.267
10 H 1.068 2.209 -2.662
11 O 2.653 0.471 0.171
12 H 2.989 1.172 0.737
13 H 1.714 0.393 0.416
14 O 1.545 -1.522 -2.152
15 H 0.887 -1.100 -1.565
16 H 1.010 -2.003 -2.790
17 O -0.496 -1.075 3.180
18 H -0.464 -0.645 2.306
19 H -0.787 -0.381 3.778

HOMO level	-0.224	hartree
frontier orbital gap	0.33942	hartree
2S+1	1
total charge	-1
E_LUMO	0.11573	Eh

---

(17)
A 2-piece molecular cluster, BrH2NOS2 overall. Source: the OMol25 dataset; level of theory: ωB97M-V/def2-TZVPD.

Atoms and positions in Å:
1 N 0.048 1.876 0.381
2 S -1.424 1.489 0.318
3 O -1.744 0.073 0.444
4 S -2.809 2.670 -0.230
5 H 0.667 1.088 0.454
6 Br 0.027 -3.155 -0.520
7 H -0.365 -1.924 0.280

HOMO level	-0.392	hartree
frontier orbital gap	0.33946	hartree
2S+1	1
E_LUMO	-0.05212	Eh
SMILES	N=S(=O)=S.Br

---

(18)
A single BrH3N2 molecule. Source: the OMol25 dataset; level of theory: ωB97M-V/def2-TZVPD.

Atoms and positions in Å:
1 N 0.089 0.518 -0.726
2 N -0.522 -0.570 0.029
3 Br -0.560 -0.657 1.962
4 H -0.233 1.457 -0.488
5 H 1.050 0.604 -0.445
6 H 0.175 -1.352 -0.331

HOMO level	-0.345	hartree
frontier orbital gap	0.35231	hartree
2S+1	1
E_LUMO	0.00758	Eh
SMILES	NNBr

---

(19)
A single BrH3P2 molecule. Source: the OMol25 dataset; level of theory: ωB97M-V/def2-TZVPD.

Atoms and positions in Å:
1 P -0.623 -0.903 -0.082
2 P 0.295 1.062 -0.102
3 Br 2.407 0.175 0.668
4 H -0.823 -0.881 1.308
5 H -1.910 -0.422 -0.330
6 H 0.654 0.969 -1.462

HOMO level	-0.345	hartree
frontier orbital gap	0.32603	hartree
2S+1	1
E_LUMO	-0.01884	Eh
SMILES	[PH2]#[PH]Br

---

(20)
A single BrH4NSi molecule. Source: the OMol25 dataset; level of theory: ωB97M-V/def2-TZVPD.

Atoms and positions in Å:
1 N -0.715 0.467 0.341
2 Si 0.554 -0.710 0.186
3 Br -0.422 -2.260 2.003
4 H -0.553 1.226 -0.267
5 H -1.611 0.003 0.381
6 H 1.739 -0.499 1.225
7 H 0.972 -1.099 -1.140

HOMO level	-0.361	hartree
frontier orbital gap	0.35398	hartree
2S+1	1
E_LUMO	-0.00665	Eh
SMILES	N[SiH2]Br

---

| no. | F_max (eV Å⁻¹) |
| --- | --- |
| 1 | 1.90 |
| 2 | 5.23 |
| 3 | 13.24 |
| 4 | 0.45 |
| 5 | 2.04 |
| 6 | 4.78 |
| 7 | 3.25 |
| 8 | 1.31 |
| 9 | 2.23 |
| 10 | 2.70 |
| 11 | 1.27 |
| 12 | 1.96 |
| 13 | 13.00 |
| 14 | 0.16 |
| 15 | 5.69 |
| 16 | 0.29 |
| 17 | 2.18 |
| 18 | 3.56 |
| 19 | 1.80 |
| 20 | 4.86 |